Molecular formula: C4H10N2O
Method: DFT, the ωB97M-V functional and the def2-TZVPD basis

Values from the calculation:
Strongest force on any atom = 0.0640 Eh/bohr
E_HOMO = -8.4331 eV
Kohn-Sham gap = 0.3399 hartree
Energy relative to the best compared isomer or geometry (same formula, charge and spin) = 55.0 kcal per mole
LUMO = 0.030 Ha

Positions of all 17 atoms, in Å:
C (0.81, 0.37, 0.54)
C (0.03, 0.52, -0.74)
C (2.18, -0.22, 0.51)
C (-1.26, -0.26, -0.40)
N (-1.96, -0.63, -1.60)
N (0.25, 0.89, 1.59)
O (-1.98, 0.35, 0.56)
H (-0.69, -1.21, 0.08)
H (-2.04, -1.64, -1.70)
H (-2.90, -0.24, -1.58)
H (-1.12, 0.83, 1.30)
H (0.74, 0.74, 2.47)
H (-0.22, 1.57, -0.94)
H (0.55, 0.06, -1.58)
H (2.78, 0.25, -0.27)
H (2.70, -0.10, 1.46)
H (2.12, -1.29, 0.30)